1.
A structure of composition C28H30N6OP2Ru, computed with ωB97M-V with the def2-TZVPD basis set.

Last column: Löwdin charge in e.
CARTESIAN COORDINATES (ANGSTROEM)
1 Ru -0.38124 -0.70421 -0.02741  1.160
2 N -2.26444 0.25616 -1.35471  0.038
3 C -3.06751 1.35658 -0.93261  -0.272
4 C -3.42737 2.32498 -1.86238  -0.042
5 C -4.15268 3.43904 -1.47894  -0.070
6 C -4.52696 3.58510 -0.15234  -0.067
7 C -4.17290 2.61665 0.77165  -0.025
8 C -3.43997 1.48300 0.40977  -0.139
9 C -3.02335 0.52470 1.46691  -0.198
10 C -3.89101 0.28339 2.53264  -0.030
11 C -3.48069 -0.42288 3.65274  -0.060
12 C -2.17429 -0.87261 3.74522  -0.081
13 C -1.32416 -0.67209 2.66520  -0.176
14 C -1.73143 -0.02861 1.49082  -0.230
15 H -1.99753 0.37778 -2.32599  0.086
16 H -2.77021 -0.62580 -1.30811  0.104
17 H -3.13927 2.19852 -2.90002  0.118
18 H -4.42406 4.18458 -2.21374  0.111
19 H -5.08686 4.45320 0.16693  0.110
20 H -4.43972 2.75284 1.81118  0.116
21 H -4.90556 0.65811 2.49074  0.119
22 H -4.17830 -0.59508 4.46140  0.113
23 H -1.82425 -1.37320 4.63857  0.107
24 H -0.29085 -1.00777 2.76597  0.058
25 C -0.15911 3.19693 -0.74883  -0.240
26 P 0.67749 1.77464 0.00476  0.849
27 C 0.86346 2.28779 1.74124  -0.235
28 C 2.36224 1.73111 -0.65763  -0.393
29 C 2.95619 2.82264 -1.28412  -0.072
30 C 4.24093 2.72430 -1.79335  -0.050
31 C 4.95124 1.54028 -1.67126  -0.053
32 C 4.37111 0.44737 -1.05050  -0.084
33 C 3.07472 0.52802 -0.55101  -0.403
34 P 2.26354 -0.92424 0.16776  0.836
35 C 2.90882 -2.34024 -0.77628  -0.235
36 C 3.02837 -1.14530 1.80774  -0.240
37 H 0.32066 4.14378 -0.49645  0.055
38 H -1.18412 3.21830 -0.37663  0.032
39 H -0.18812 3.08625 -1.83283  0.059
40 H 1.43851 3.21158 1.81692  0.059
41 H 1.37154 1.51230 2.31478  0.025
42 H -0.12752 2.43081 2.17304  0.048
43 H 2.41468 3.75389 -1.38681  0.102
44 H 4.68754 3.57400 -2.29158  0.116
45 H 5.95187 1.46331 -2.07332  0.116
46 H 4.92736 -0.47866 -0.97852  0.107
47 H 3.94525 -2.56125 -0.51767  0.056
48 H 2.85939 -2.12502 -1.84201  0.036
49 H 2.29800 -3.21562 -0.55764  0.033
50 H 4.11538 -1.08914 1.73094  0.058
51 H 2.76764 -2.12909 2.19978  0.035
52 H 2.69182 -0.37934 2.50510  0.032
53 N 0.25468 -3.54097 1.88985  -0.016
54 C 0.20954 -4.88439 1.96412  -0.072
55 C -0.17679 -5.33732 0.72626  -0.039
56 C -0.36362 -4.17977 -0.03906  -0.142
57 N -0.09627 -3.08837 0.67158  -0.065
58 H 0.41838 -2.89517 2.64123  0.122
59 H 0.44723 -5.39923 2.87899  0.126
60 H -0.31468 -6.35876 0.42189  0.107
61 H -0.66597 -4.08167 -1.06742  0.098
62 O -0.91050 -2.00595 -1.86397  -0.243
63 N -0.03307 -1.19013 -2.33183  -0.140
64 C 0.64536 -1.49358 -3.40055  -0.306
65 C 0.45660 -2.72903 -4.08924  -0.159
66 N 0.31913 -3.72743 -4.63983  0.199
67 C 1.64478 -0.55940 -3.79854  -0.175
68 N 2.45096 0.21941 -4.05260  0.203

Computed properties:
Kohn-Sham gap (alpha / beta): 0.2616 / 0.2528 hartree
Total charge: +1
2S+1: 6
LUMO level (alpha / beta): -0.1057 / -0.1575 Eh
Calculated total energy: -61660.5325 eV

2.
A structure of composition C28H30NOPdSe, computed with ωB97M-V with the def2-TZVPD basis set.

Last column: Löwdin charge in e.
CARTESIAN COORDINATES (ANGSTROEM)
1 C 1.94166 -0.00746 0.77241  -0.190
2 C 2.07948 -0.72266 -0.45123  -0.202
3 C 1.78740 0.16434 -1.52467  -0.178
4 H 2.40435 -1.75195 -0.56295  0.093
5 C 1.49253 1.44949 -0.95990  -0.226
6 C 1.64337 1.34964 0.45931  -0.252
7 H 1.26299 2.35391 -1.51343  0.069
8 C -1.23548 -1.60549 1.33603  -0.139
9 C -0.08055 -2.22529 0.80681  -0.177
10 C -0.21589 -2.29524 -0.61478  -0.129
11 H 0.74890 -2.62048 1.38558  0.092
12 C -1.42810 -1.62544 -0.98396  -0.324
13 C -2.07090 -1.21013 0.24946  -0.158
14 H 1.83932 -0.06601 -2.58446  0.086
15 H 1.58809 2.17475 1.15891  0.059
16 H 2.09537 -0.40410 1.77230  0.089
17 H -3.04042 -0.72329 0.29280  0.092
18 H 0.44512 -2.77553 -1.33187  0.099
19 H -1.46073 -1.46334 2.38689  0.090
20 Pd -0.23402 0.07573 -0.29757  0.671
21 C -1.94244 -1.35200 -2.37721  -0.483
22 C -3.45655 -1.58388 -2.39479  -0.045
23 C -1.25372 -2.24738 -3.41262  -0.040
24 H -3.67829 -2.62322 -2.11535  0.092
25 H -3.83913 -1.38821 -3.39942  0.063
26 H -3.96808 -0.91070 -1.69975  0.083
27 H -1.37887 -3.30608 -3.14992  0.090
28 H -0.18229 -2.02498 -3.49271  0.079
29 H -1.71585 -2.07719 -4.39298  0.083
30 C -1.55052 0.13184 -2.68770  -0.089
31 C -2.13793 0.71344 -3.94382  -0.468
32 H -0.45223 0.19144 -2.76882  0.085
33 H -1.89010 0.78807 -1.85892  0.123
34 O -3.16833 0.24097 -4.40546  0.022
35 N -1.52930 1.77524 -4.54815  0.056
36 C -0.37047 2.52421 -4.08964  -0.137
37 H -2.05043 2.16432 -5.32290  0.143
38 C 0.94000 1.92616 -4.55424  -0.223
39 C 2.13197 2.57171 -4.20591  -0.064
40 H 2.07228 3.50980 -3.64554  0.117
41 C 3.36478 2.01983 -4.55957  -0.084
42 H 4.28553 2.51845 -4.24778  0.102
43 C 3.41303 0.83918 -5.31322  -0.102
44 H 4.37721 0.41221 -5.59775  0.096
45 C 2.22388 0.21557 -5.70614  -0.087
46 H 2.24118 -0.69796 -6.30450  0.100
47 C 0.98669 0.76671 -5.33940  -0.043
48 H 0.05467 0.30494 -5.67692  0.112
49 H -0.37474 2.60178 -2.98971  0.119
50 H -0.45767 3.54715 -4.48238  0.131
51 Se -1.25354 1.93221 1.32379  0.636
52 C -1.04749 1.18476 3.02100  -0.701
53 C -2.21635 0.81557 3.73732  -0.170
54 C -2.12254 0.23513 4.99709  -0.119
55 C -0.86551 0.03359 5.58947  -0.124
56 C 0.29559 0.42253 4.90667  -0.109
57 C 0.20864 1.01361 3.64778  -0.136
58 H -3.18342 0.99959 3.26927  0.084
59 H -3.03536 -0.05605 5.51945  0.091
60 H -0.79403 -0.41567 6.58017  0.084
61 H 1.27914 0.27176 5.35712  0.093
62 H 1.10297 1.36711 3.13644  0.077

Computed properties:
Kohn-Sham gap (alpha / beta): 0.2075 / 0.2116 hartree
Total charge: -1
2S+1: 3
LUMO level (alpha / beta): 0.0987 / 0.0985 Eh
Calculated total energy: -101885.1153 eV

3.
A cluster of 5 separate species, C28H31Cl2NO3S in total, computed with ωB97M-V with the def2-TZVPD basis set.

Last column: Löwdin charge in e.
CARTESIAN COORDINATES (ANGSTROEM)
1 C 0.65963 -4.15271 1.67075  -0.110
2 C -0.71137 -3.65730 1.00649  -0.597
3 Cl -1.96787 -4.93883 0.77660  0.658
4 C -0.85836 -2.32240 0.65521  -0.685
5 Cl 0.46427 -1.08107 0.86055  0.702
6 O -2.09439 -1.89159 0.10588  -0.380
7 S -2.97226 -0.92851 1.23551  1.034
8 O -2.23076 -0.90233 2.54777  -0.441
9 O -4.45520 -1.62839 1.56186  -0.322
10 C -4.35588 -2.87108 2.29689  -0.329
11 N -5.13079 -3.88306 1.52173  0.003
12 H 1.53508 -3.50077 1.39510  0.056
13 H 0.78090 -5.24360 1.41767  0.071
14 H 0.49416 -4.02743 2.79484  0.098
15 H -3.30057 -3.23494 2.47443  0.084
16 H -4.84657 -2.77910 3.31925  0.140
17 H -5.25575 -4.73510 2.07425  0.073
18 H -4.63906 -4.11174 0.65251  0.037
19 C 3.34217 -0.65046 -1.05620  -0.112
20 C 4.58826 -1.23221 -1.26498  -0.094
21 C 5.57224 -0.53915 -1.96146  -0.095
22 C 5.31317 0.74058 -2.44124  -0.096
23 C 4.06847 1.32376 -2.22923  -0.097
24 C 3.08144 0.62690 -1.54058  -0.089
25 H 2.57326 -1.19186 -0.51593  0.024
26 H 4.79235 -2.22736 -0.88502  0.100
27 H 6.54126 -0.99543 -2.12983  0.100
28 H 6.08220 1.28323 -2.98042  0.096
29 H 3.86755 2.32236 -2.60219  0.086
30 H 2.10919 1.07964 -1.38020  0.099
31 C -2.10326 -0.61755 8.07618  -0.101
32 C -1.82911 -0.73778 6.71790  -0.093
33 C -2.83328 -0.51345 5.78199  -0.088
34 C -4.11037 -0.15909 6.20531  -0.094
35 C -4.38363 -0.03526 7.56353  -0.101
36 C -3.38162 -0.26852 8.49927  -0.102
37 H -1.32076 -0.79580 8.80555  0.098
38 H -0.83168 -1.00741 6.38809  0.100
39 H -2.62105 -0.61361 4.72335  0.066
40 H -4.89252 0.02069 5.47576  0.100
41 H -5.37897 0.24264 7.89302  0.099
42 H -3.59627 -0.17719 9.55808  0.098
43 C -3.80244 0.61600 -4.20080  -0.097
44 C -4.36264 -0.27339 -5.11132  -0.099
45 C -4.27392 -1.64366 -4.89079  -0.098
46 C -3.63283 -2.12453 -3.75380  -0.090
47 C -3.07566 -1.23505 -2.84110  -0.089
48 C -3.15660 0.13500 -3.06657  -0.089
49 H -3.86893 1.68424 -4.37483  0.099
50 H -4.86832 0.10179 -5.99427  0.099
51 H -4.70508 -2.33695 -5.60429  0.099
52 H -3.56777 -3.19287 -3.57926  0.100
53 H -2.57749 -1.60966 -1.95451  0.070
54 H -2.71738 0.82831 -2.35766  0.100
55 C 5.93218 7.08463 -3.41896  -0.097
56 C 5.88380 6.72672 -4.76197  -0.098
57 C 5.69337 5.39708 -5.12177  -0.095
58 C 5.54145 4.42569 -4.13780  -0.099
59 C 5.58614 4.78445 -2.79407  -0.099
60 C 5.78578 6.11294 -2.43467  -0.094
61 H 6.08406 8.12109 -3.13899  0.100
62 H 5.99548 7.48498 -5.52916  0.100
63 H 5.66238 5.11755 -6.16884  0.100
64 H 5.38809 3.38914 -4.41845  0.091
65 H 5.46609 4.02743 -2.02644  0.090
66 H 5.82602 6.39138 -1.38771  0.101

Computed properties:
Kohn-Sham gap: 0.3486 hartree
Total charge: 0
LUMO level: 0.0094 Eh
Calculated total energy: -73048.5111 eV

4.
A structure of composition C28H31EuN6O2, computed with ωB97M-V with the def2-TZVPD basis set.

Last column: Löwdin charge in e.
CARTESIAN COORDINATES (ANGSTROEM)
1 Eu -0.69931 0.05369 0.45473  1.621
2 C -1.77676 0.65616 -2.44010  -0.250
3 C -0.83797 -0.05660 -3.35247  -0.172
4 C 0.33828 -0.69264 -2.71540  -0.414
5 C 1.59881 -0.66835 -3.34967  -0.117
6 C 2.71505 -1.29458 -2.69750  -0.188
7 C 2.54252 -1.94441 -1.55835  -0.094
8 C 1.10250 -2.14686 -1.00950  -0.444
9 N 0.08283 -1.24516 -1.55728  -0.046
10 N -1.21119 1.73494 -1.65090  -0.199
11 C -0.03687 2.40853 -2.29362  -0.097
12 C 1.31692 2.21796 -1.63484  -0.288
13 C 2.43164 2.76250 -2.30292  -0.022
14 C 3.72167 2.39188 -1.79623  -0.053
15 C 3.77180 1.43617 -0.76772  -0.074
16 C 2.58028 0.96119 -0.23333  -0.145
17 N 1.39147 1.44799 -0.57361  0.049
18 C -2.30797 2.68036 -1.30008  -0.133
19 C -1.94944 3.45274 -0.08266  -0.281
20 C -2.16542 4.81743 -0.16933  -0.042
21 C -1.96439 5.62583 0.91798  -0.070
22 C -1.54357 5.03654 2.10320  -0.061
23 C -1.28563 3.68556 2.06313  -0.129
24 N -1.46205 2.90426 1.01557  0.113
25 H -2.29279 -0.05615 -1.77739  0.100
26 H -2.58553 1.11371 -3.05431  0.124
27 H -0.51313 0.52294 -4.19583  0.094
28 H -1.47703 -0.84311 -3.73497  0.121
29 H 1.79356 -0.22824 -4.36612  0.083
30 H 3.73463 -1.26936 -3.17140  0.101
31 H 3.32542 -2.20685 -0.86266  0.087
32 H 0.82049 -3.19626 -1.23809  0.112
33 H -0.20352 3.50367 -2.35704  0.129
34 H 0.11183 2.01397 -3.31018  0.112
35 H 2.28309 3.46956 -3.14794  0.116
36 H 4.59911 2.81453 -2.27781  0.092
37 H 4.69469 0.97842 -0.42158  0.102
38 H 2.68784 0.11053 0.46963  0.109
39 H -3.15413 2.02127 -1.08563  0.131
40 H -2.48717 3.39217 -2.10316  0.113
41 H -2.57536 5.13902 -1.11668  0.105
42 H -2.17887 6.69783 0.87766  0.108
43 H -1.35972 5.58790 2.99682  0.093
44 H -1.01387 3.20286 2.97515  0.104
45 N -1.69867 -2.50888 1.66314  0.000
46 C -2.31906 -2.48152 3.01526  -0.252
47 C -3.38420 -1.37923 3.08583  -0.145
48 C -2.83314 -0.24776 2.25097  -0.755
49 O -3.17829 -0.04351 1.03351  -0.177
50 O -1.87789 0.35513 2.82393  -0.137
51 H -2.44567 -2.42884 0.98095  0.072
52 H -1.03841 -3.25212 1.54551  0.057
53 H -1.64383 -2.32657 3.84792  0.101
54 H -2.92951 -3.44218 3.16047  0.115
55 H -3.43770 -1.12429 4.15431  0.110
56 H -4.37300 -1.75921 2.81476  0.102
57 N 1.04018 -1.95109 0.39965  -0.104
58 C 1.40240 -2.99959 1.15899  -0.345
59 C 1.79970 -4.34167 0.71999  -0.068
60 C 1.92128 -5.34462 1.67791  -0.166
61 C 1.86283 -5.09984 3.05153  -0.190
62 C 1.77093 -3.76853 3.49246  -0.165
63 C 1.50742 -2.73113 2.61424  -0.076
64 H 1.99319 -4.49658 -0.36554  0.087
65 H 2.07833 -6.43002 1.39846  0.099
66 H 1.92445 -5.90613 3.77520  0.066
67 H 1.85932 -3.58162 4.59457  0.094
68 H 1.43662 -1.70372 2.93842  0.077

Computed properties:
Kohn-Sham gap (alpha / beta): 0.1821 / 0.1833 hartree
Total charge: -1
2S+1: 8
LUMO level (alpha / beta): 0.0862 / 0.0862 Eh
Calculated total energy: -61905.1908 eV
Energy relative to the best compared isomer or geometry (same formula, charge and spin): 0.580 eV

Among the records above, which one has the highest total charge? C28H30N6OP2Ru